The following is a DFT calculation (ωB97M-V/def2-TZVPD) of a structure of composition C16H20BeF12N5O23.

```
77
C16H20BeF12N5O23 | the OMol25 dataset | ωB97M-V/def2-TZVPD
Be -0.87 0.46 0.58
N -3.35 3.24 -0.01
O -4.15 3.25 -0.94
O -3.71 3.82 0.99
O -2.37 2.48 0.05
N -1.51 2.32 3.51
O -0.68 2.17 2.69
O -2.44 3.14 3.39
O -1.57 1.58 4.43
N -2.84 0.08 -2.43
O -3.99 0.18 -1.95
O -1.86 0.05 -1.68
O -2.66 0.23 -3.63
N -0.57 -1.82 3.66
O -1.46 -1.53 4.39
O 0.21 -2.74 3.92
O -0.36 -1.08 2.71
N -4.09 0.21 2.54
O -3.18 0.03 1.72
O -4.67 1.30 2.51
O -4.10 -0.32 3.62
C -1.98 -4.42 -3.49
C -2.02 -3.47 -2.34
O -2.33 -4.08 -1.06
C -2.07 -3.49 0.05
O -1.48 -2.40 0.23
C -2.67 -4.31 1.18
F -2.21 -5.56 1.11
F -2.45 -3.71 2.31
F -3.96 -4.30 1.10
H -2.90 -5.00 -3.58
H -1.24 -5.21 -3.37
H -1.85 -3.69 -4.29
H -2.82 -2.75 -2.49
H -1.08 -2.93 -2.28
C 1.24 -0.61 -5.15
C 1.24 -0.39 -3.63
O 1.78 -1.50 -2.97
C 1.42 -1.78 -1.64
O 0.80 -1.01 -0.90
C 2.09 -3.12 -1.06
F 1.13 -4.04 -0.83
F 2.95 -3.63 -2.00
F 2.74 -2.88 0.08
H 0.66 -1.45 -5.53
H 2.26 -0.80 -5.49
H 0.77 0.10 -5.83
H 0.33 0.02 -3.20
H 1.96 0.42 -3.47
C 4.60 -2.13 2.91
C 3.22 -1.31 3.02
O 3.51 0.11 2.88
C 2.60 0.93 2.45
O 1.66 0.61 1.74
C 2.95 2.42 2.69
F 2.85 3.06 1.52
F 2.04 2.94 3.50
F 4.17 2.55 3.25
H 4.86 -2.21 1.85
H 4.59 -3.13 3.35
H 5.40 -1.58 3.41
H 2.67 -1.51 3.94
H 2.56 -1.74 2.26
C -0.76 5.63 0.00
C 0.35 4.73 0.44
O 1.34 4.55 -0.60
C 1.51 3.30 -1.12
O 0.98 2.27 -0.72
C 2.57 3.24 -2.19
F 3.49 2.28 -2.05
F 1.89 2.93 -3.32
F 3.22 4.39 -2.40
H -1.48 5.89 0.77
H -1.38 5.26 -0.82
H -0.32 6.55 -0.38
H -0.08 3.80 0.81
H 0.93 5.12 1.28
```

Output
total energy = -3838.30660 hartree
HOMO level = 1.348 eV
total charge = -3
multiplicity = 1
Kohn-Sham gap = 4.0 eV
relative energy (zero: lowest compared OMol25 entry of this formula, charge and spin) = 465.4 kJ/mol

Löwdin atomic charge list, values in e, 4 entries: atom 1 (Be): 1.1439, atom 2 (N): -0.6463, atom 3 (O): -0.0650, atom 4 (O): -0.0279

---

The following is a DFT calculation (ωB97M-V/def2-TZVPD) of a cluster of 4 separate species, C16H20F12O8 in total.

```
56
C16H20F12O8 | the OMol25 dataset | ωB97M-V/def2-TZVPD
C 0.51 2.65 1.70
C 1.52 3.30 0.77
O 0.96 3.23 -0.56
C 1.72 3.40 -1.72
O 2.89 3.75 -1.69
C 0.95 3.23 -3.05
F 1.53 2.40 -3.87
F -0.31 2.89 -2.89
F 1.03 4.46 -3.68
H 1.01 2.62 2.67
H 0.44 1.62 1.35
H -0.37 3.29 1.78
H 2.47 2.77 0.73
H 1.77 4.30 1.10
C -6.25 0.97 4.83
C -5.79 2.09 3.98
O -4.65 1.80 3.19
C -4.65 0.92 2.11
O -5.68 0.31 1.78
C -3.30 0.71 1.42
F -2.34 1.43 1.97
F -2.97 -0.64 1.58
F -3.32 1.01 0.14
H -5.39 0.62 5.40
H -6.52 0.11 4.22
H -7.14 1.17 5.43
H -5.60 2.85 4.74
H -6.62 2.48 3.38
C 3.76 -0.58 -0.11
C 4.47 -1.39 -1.16
O 3.67 -1.99 -2.12
C 4.22 -2.70 -3.15
O 5.43 -2.70 -3.37
C 3.21 -3.47 -4.07
F 1.96 -3.13 -3.72
F 3.34 -3.20 -5.37
F 3.30 -4.84 -3.86
H 3.14 -1.20 0.53
H 3.06 0.09 -0.60
H 4.42 0.06 0.47
H 5.24 -2.06 -0.76
H 5.07 -0.63 -1.67
C 0.17 -3.47 1.23
C 0.14 -3.67 -0.30
O 0.43 -2.48 -1.06
C -0.47 -1.55 -1.29
O -1.59 -1.49 -0.75
C 0.03 -0.39 -2.16
F -0.54 -0.42 -3.40
F -0.32 0.70 -1.46
F 1.33 -0.47 -2.30
H -0.55 -2.73 1.57
H 1.19 -3.22 1.54
H -0.19 -4.35 1.77
H -0.77 -4.17 -0.61
H 0.97 -4.31 -0.62
```

Output
total energy = -2421.98195 hartree
HOMO level = -11.029 eV
multiplicity = 1
Kohn-Sham gap = 11.5 eV
relative energy (zero: lowest compared OMol25 entry of this formula, charge and spin) = 227.7 kJ/mol

Löwdin atomic charge list, values in e, 4 entries: atom 1 (C): -0.0613, atom 2 (C): -0.2190, atom 3 (O): -0.0205, atom 4 (C): -0.2930

---

The following is a DFT calculation (ωB97M-V/def2-TZVPD) of an isolated molecule of C16H20FN3O.

```
41
C16H20FN3O | the OMol25 dataset | ωB97M-V/def2-TZVPD
C -1.35 -0.09 2.22
N -1.59 0.53 0.94
C -2.82 0.06 0.33
C -3.96 1.06 0.66
H -4.87 0.54 0.94
C -4.16 1.86 -0.64
H -4.02 2.93 -0.51
O -3.17 1.41 -1.56
C -2.87 0.09 -1.21
H -1.94 -0.19 -1.71
H -3.67 -0.59 -1.54
H -5.16 1.68 -1.06
H -3.65 1.70 1.48
H -3.07 -0.95 0.69
C -0.40 0.69 0.14
C 0.34 -0.57 -0.22
C -0.17 -1.83 -0.41
N 0.88 -2.66 -0.63
N 2.03 -2.01 -0.58
C 1.74 -0.74 -0.34
C 2.80 0.25 -0.20
C 2.73 1.52 -0.77
C 3.74 2.45 -0.62
C 4.86 2.12 0.11
C 4.97 0.86 0.67
C 3.95 -0.07 0.51
H 4.03 -1.05 0.94
H 5.86 0.59 1.23
H 5.65 2.84 0.24
H 3.63 3.42 -1.09
F 1.67 1.85 -1.54
C 0.84 -4.07 -0.89
H 1.87 -4.41 -1.01
H 0.38 -4.61 -0.06
H 0.28 -4.28 -1.80
H -1.17 -2.21 -0.41
H 0.29 1.33 0.72
H -0.66 1.26 -0.75
H -0.51 0.41 2.71
H -1.11 -1.17 2.15
H -2.23 0.03 2.85
```

Output
total energy = -961.02304 hartree
HOMO level = -8.186 eV
multiplicity = 1
Kohn-Sham gap = 8.9 eV
relative energy (zero: lowest compared OMol25 entry of this formula, charge and spin) = 188.6 kJ/mol

Löwdin atomic charge list, values in e, 4 entries: atom 1 (C): -0.0834, atom 2 (N): -0.1835, atom 3 (C): -0.2923, atom 4 (C): -0.0974

---

The following is a DFT calculation (ωB97M-V/def2-TZVPD) of a structure of composition C16H20FeO7.

```
44
C16H20FeO7 | the OMol25 dataset | ωB97M-V/def2-TZVPD
C 1.34 -0.78 3.37
O 0.75 -0.48 2.06
C -0.24 -1.17 1.45
C -1.48 -1.09 2.34
O -1.83 -2.01 3.06
O -2.04 0.17 2.32
C -3.13 0.40 3.26
C 0.05 -2.64 1.23
O -0.79 -3.35 0.72
O 1.36 -2.97 1.36
C 1.74 -4.17 0.65
H 1.74 0.18 3.71
H 0.54 -1.06 4.07
H 2.10 -1.56 3.20
H -2.97 1.36 3.76
H -4.04 0.50 2.65
H -3.17 -0.39 4.00
H 2.83 -4.23 0.68
H 1.29 -5.01 1.19
H 1.41 -4.13 -0.39
C -1.90 -0.46 -0.86
C -0.46 -0.71 -0.53
C 0.53 0.38 -0.65
Fe 0.67 2.05 -1.90
C 1.85 2.74 -0.64
O 2.33 3.16 0.32
C -0.84 2.57 -0.95
O -1.54 2.86 -0.04
C 2.03 1.82 -3.44
C 1.56 3.18 -3.30
C 0.11 3.17 -3.46
C -0.28 1.80 -3.68
C 0.89 0.98 -3.66
H -2.50 -1.39 -0.85
H -2.28 0.27 -0.11
H -2.09 -0.09 -1.90
H -0.18 -1.74 -0.72
H 0.67 0.83 0.37
H 1.55 0.01 -0.90
H 3.08 1.52 -3.42
H 2.21 4.05 -3.16
H -0.52 4.06 -3.46
H -1.29 1.46 -3.88
H 0.96 -0.09 -3.85
```

Output
total energy = -2411.79812 hartree
HOMO level (spin up / spin down) = -6.321 / -8.380 eV
multiplicity = 5
Kohn-Sham gap (spin up / spin down) = 6.7 / 7.4 eV

Löwdin atomic charge list, values in e, 4 entries: atom 1 (C): 0.0116, atom 2 (O): -0.1417, atom 3 (C): -0.2181, atom 4 (C): -0.3968